{
  "formula": "C29H41BINO6P2S2Yb",
  "method": "wB97M-V/def2-TZVPD",
  "elements": ["C", "C", "C", "O", "C", "C", "P", "S", "C", "C", "P", "C", "C", "C", "C", "C", "C", "N", "O", "C", "C", "C", "C", "O", "I", "C", "C", "C", "C", "C", "O", "O", "C", "C", "C", "C", "B", "O", "C", "C", "C", "S", "H", "H", "H", "H", "H", "H", "H", "H", "H", "H", "H", "H", "H", "H", "H", "H", "H", "H", "H", "H", "H", "H", "H", "H", "H", "H", "H", "H", "H", "H", "H", "H", "H", "H", "H", "H", "H", "H", "H", "H", "H", "Yb"],
  "xyz": [[3.713460, -2.406850, 4.924598], [3.511730, -0.828706, 4.524746], [2.219541, -0.581422, 3.494315], [1.393387, -1.814337, 3.322259], [-0.034008, -1.457091, 3.229810], [-0.943986, -0.798589, 4.438688], [-0.089313, -0.457545, 6.142919], [0.444528, 1.423424, 6.325046], [-2.555243, -0.422503, 4.240110], [-3.368101, -0.722804, 2.809538], [-5.230996, -0.280729, 2.565832], [-5.555404, 1.057828, 3.943226], [-5.855345, 0.388031, 5.423929], [-5.457022, 0.746261, 0.925441], [-4.204658, 1.793963, 0.656752], [-2.467579, -1.384682, 1.610980], [-0.839253, -1.722783, 1.794424], [-0.022207, -2.285142, 0.652386], [-0.362284, -3.582343, 0.404234], [-0.200015, -1.446962, -0.631409], [1.109769, -0.865263, -1.427139], [2.586981, -1.171288, -0.782408], [2.997879, -2.710269, -1.280392], [2.073336, -3.561019, -1.756406], [5.108408, -3.262107, -1.171291], [0.934682, 0.028397, -2.793614], [2.144406, 0.714267, -3.656581], [3.343380, -0.296954, -4.121243], [4.573672, 0.685924, -4.685411], [5.261246, 1.595082, -3.496183], [5.080139, 1.298934, -2.178657], [6.079508, 2.825803, -3.739674], [5.746296, 3.819137, -2.666092], [6.292172, 5.347182, -3.051277], [-0.608659, 0.289431, -3.379283], [-1.973986, -0.272881, -2.615664], [-3.509765, 0.003681, -3.221105], [-4.208235, 1.303117, -3.178231], [-4.342573, -1.263486, -3.927612], [-4.093394, -1.395353, -5.542258], [-1.727453, -1.115139, -1.228403], [-3.133123, -1.807803, -0.131548], [4.507975, -2.575800, 5.789727], [4.138565, -2.972941, 3.976906], [2.708841, -2.910926, 5.318042], [4.509839, -0.453371, 3.987802], [3.307032, -0.115903, 5.457656], [1.568074, 0.340518, 3.882382], [2.656924, -0.247589, 2.454871], [-0.942496, -0.852915, 7.268976], [1.079362, -1.340320, 6.221550], [-3.098911, 0.075601, 5.149701], [-4.507764, 1.617641, 4.057394], [-6.393357, 1.796245, 3.572009], [-5.067398, 0.787434, 6.213088], [-6.913490, 0.735140, 5.785851], [-5.738597, -0.769057, 5.297119], [-6.425009, 1.422128, 1.052248], [-5.564039, -0.011115, 0.040078], [-3.681363, 2.161543, 1.636028], [-4.677331, 2.753708, 0.140838], [-3.435389, 1.366290, -0.147753], [0.370051, -4.160958, 0.810864], [2.461888, -1.266974, 0.400437], [3.420436, -0.395610, -1.071683], [1.682598, 1.191781, -4.648432], [2.515331, 1.654444, -3.023457], [3.826247, -0.935067, -3.268067], [3.046541, -1.030166, -5.004256], [5.403194, 0.095492, -5.261457], [4.074796, 1.460080, -5.443133], [4.576984, 3.910536, -2.571919], [6.279704, 3.554488, -1.642987], [6.423701, 5.908981, -2.008559], [7.367635, 5.327468, -3.541249], [5.505488, 5.969753, -3.661540], [-0.766337, 0.899759, -4.367549], [-5.147612, 1.106505, -2.829435], [-5.510556, -1.081736, -3.783227], [-4.079135, -2.304832, -3.429250], [-4.042971, -0.350358, -6.077044], [-4.960054, -2.003106, -6.093238], [-3.109884, -2.044027, -5.739308], [-1.201426, -1.719175, -5.667374]],
  "atomic_forces_ev_per_a": [[0.188, -0.241, 0.242], [-0.215, 0.190, 0.054], [1.281, 1.544, 0.180], [-3.469, 2.461, 0.096], [-3.365, 0.561, -1.243], [-1.810, -1.311, -3.023], [0.159, 0.637, -0.403], [-0.234, -0.622, -0.159], [2.473, -1.786, -3.004], [4.797, -0.077, 0.172], [-0.268, 0.345, 0.346], [1.610, 0.662, 0.552], [0.226, 0.438, -0.474], [1.099, 1.174, -0.096], [-0.641, 0.653, -1.217], [2.684, 0.688, 3.101], [-1.492, 1.559, 2.789], [-0.981, 4.152, -0.301], [0.737, -2.715, 0.275], [-0.381, 1.930, -3.041], [-2.628, 0.805, -0.548], [-0.906, -1.062, -0.090], [-5.193, -3.029, -2.266], [5.958, 5.473, 3.008], [-1.448, 0.412, -0.012], [-3.119, -1.378, 0.892], [-0.752, 0.093, 0.197], [1.591, 0.886, 0.082], [-0.247, 1.069, -0.417], [0.393, 0.265, 6.732], [0.450, 1.181, -8.262], [-3.441, -2.734, 0.760], [0.425, 2.096, 0.873], [0.195, -0.235, 0.802], [0.459, -2.756, 2.365], [3.902, -0.774, 1.371], [-1.234, 1.234, 0.368], [0.388, -3.838, 1.197], [-0.725, -0.724, 0.124], [-0.926, -0.001, -0.160], [2.750, 0.700, -0.945], [2.267, 1.655, 0.510], [-1.628, 0.706, -1.874], [-1.135, 1.004, 1.978], [2.169, 1.112, -1.121], [-2.329, -0.747, 1.191], [0.570, -1.742, -1.883], [1.303, -2.208, -0.727], [-1.006, -0.870, 1.764], [0.473, -0.169, -1.329], [-1.301, 0.284, -0.304], [1.100, -1.122, -2.024], [-2.445, -0.688, -0.425], [1.762, -1.534, 0.765], [-1.660, -0.885, -1.680], [2.036, -1.074, -0.661], [-0.538, 2.140, 0.631], [1.865, -1.836, -0.156], [0.030, 1.510, 1.694], [-0.916, -0.944, -1.914], [1.105, -1.896, 1.075], [-1.478, 0.795, 2.061], [-1.336, 1.425, -0.912], [0.277, 0.276, -2.571], [-1.691, -1.501, 0.498], [0.790, -1.083, 2.160], [-0.438, -2.297, -1.272], [-1.247, 1.248, -1.489], [0.410, 1.638, 1.828], [-1.565, 1.120, 1.205], [1.306, -1.591, 1.526], [2.398, -0.483, 0.055], [-1.400, 0.138, -2.327], [-0.345, -1.266, -2.232], [-2.420, -0.016, 0.822], [1.742, -1.421, 0.942], [0.443, -0.666, 2.101], [1.841, 0.650, -1.177], [2.454, -0.483, -0.408], [-0.629, 2.083, -0.968], [0.198, -1.942, 0.925], [2.106, 1.205, 1.286], [-3.017, 0.689, 0.015], [1.587, 0.858, 1.507]],
  "lowdin_charge": [-0.15, -0.21, -0.19, -0.18, -0.08, -0.25, 0.33, 0.09, 0.00, -0.31, 0.91, -0.43, -0.18, -0.44, -0.18, -0.33, -0.04, -0.20, -0.05, 0.00, -0.01, -0.13, -0.71, -0.14, 0.84, -0.07, -0.18, -0.18, -0.08, -0.21, -0.06, -0.10, -0.22, -0.10, -0.09, -0.09, -0.40, 0.05, -0.16, -0.15, -0.29, 0.85, 0.09, 0.08, 0.08, 0.12, 0.10, 0.09, 0.11, 0.00, -0.01, 0.08, 0.08, 0.09, 0.08, 0.08, 0.07, 0.09, 0.04, 0.08, 0.08, 0.06, 0.16, 0.12, 0.11, 0.12, 0.15, 0.08, 0.12, 0.14, 0.14, 0.13, 0.14, 0.09, 0.09, 0.08, 0.07, 0.14, 0.14, 0.12, 0.12, 0.14, -0.06, 1.69],
  "lumo_energy_ha": -0.3204,
  "e_tot_ev": -125024.7801,
  "orbital_gap_ev": 2.949,
  "fmax_ev_per_a": 8.631,
  "total_charge": 2,
  "de_lowest_kcal_mol": 504.53
}